The ion C4H9N2O2 with charge +1 at a distorted geometry, computed with ωB97M-V/def2-TZVPD.

## Properties
HOMO (alpha / beta) = -13.86 / -12.13 eV
Net charge = +1
Energy relative to the best compared isomer or geometry (same formula, charge and spin) = 7.1258 eV
Frontier orbital gap (alpha / beta) = 10.085 / 5.234 eV
LUMO energy (alpha / beta) = -0.139 / -0.253 Eh
Maximum force = 0.1462 hartree/bohr
Energy = -417.3195 Eh

Last columns: bonded neighbours and bond lengths (Å).
Cartesian coordinates (Å):
1 C -0.748 -0.704 0.502  N6 1.243, O7 1.325
2 C 1.389 0.522 -1.395  C3 1.510, N5 1.406, H9 1.199, H10 1.102
3 C -0.070 0.875 -1.228  C2 1.510, O7 1.442, H11 1.059, H12 1.177
4 C -1.753 0.040 2.587  N6 1.476, H13 1.006, H14 1.063, H15 1.180
5 N 1.590 -0.694 -2.072  C2 1.406, O8 1.349
6 N -1.387 -0.936 1.542  C1 1.243, C4 1.476, H16 0.990
7 O -0.412 0.523 0.127  C1 1.325, C3 1.442
8 O 2.879 -1.067 -1.938  N5 1.349, H17 0.970
9 H 1.880 1.329 -2.133  C2 1.199
10 H 1.918 0.436 -0.432  C2 1.102
11 H -0.148 1.931 -1.222  C3 1.059
12 H -0.859 0.445 -1.988  C3 1.177
13 H -1.580 -0.149 3.560  C4 1.006
14 H -2.774 0.181 2.326  C4 1.063
15 H -1.320 1.055 2.169  C4 1.180
16 H -1.549 -1.835 1.926  N6 0.990
17 H 2.944 -1.951 -2.332  O8 0.970